{
  "formula": "C36H33NNdOP",
  "method": "the ωB97M-V functional and the def2-TZVPD basis",
  "symbols": ["C", "C", "C", "H", "C", "C", "H", "H", "H", "H", "C", "C", "C", "H", "C", "C", "H", "H", "H", "H", "Nd", "O", "C", "C", "H", "H", "H", "H", "C", "C", "C", "H", "C", "H", "C", "H", "C", "H", "N", "P", "C", "C", "C", "C", "C", "C", "C", "C", "C", "C", "C", "C", "C", "C", "C", "C", "C", "C", "H", "H", "H", "H", "H", "H", "H", "H", "H", "H", "H", "H", "H", "H", "H"],
  "positions_angstrom": [[0.4649, -2.3137, 0.0792], [-0.8120, -2.4999, -0.5233], [-0.6311, -2.4671, -1.9416], [-1.7575, -2.6443, 0.0147], [0.7374, -2.1584, -2.2001], [1.4197, -2.0321, -0.9461], [2.4811, -1.8176, -0.8071], [0.7066, -2.4452, 1.1332], [-1.3873, -2.7320, -2.6783], [1.2205, -2.1445, -3.1764], [-0.7626, 2.7949, -1.9091], [-0.3557, 2.8345, -0.5414], [1.0194, 2.4276, -0.4733], [-0.9862, 3.1433, 0.2940], [1.4624, 2.1308, -1.7994], [0.3740, 2.4164, -2.6849], [0.4399, 2.4464, -3.7688], [-1.7388, 3.0721, -2.3055], [1.6130, 2.3237, 0.4325], [2.4441, 1.7397, -2.0773], [-0.2395, 0.1501, -1.1190], [-0.5417, 0.2320, -3.7589], [-1.6717, -0.2973, -4.4808], [-0.3484, -0.6402, -5.0972], [-2.2112, -1.0880, -3.9606], [-2.2479, 0.4706, -5.0035], [0.1189, -1.6012, -4.8618], [1.1139, -1.7250, -7.1175], [0.7306, -0.7318, -7.3606], [0.0601, 0.0121, -6.3467], [-0.3504, 1.3280, -6.6609], [-0.8230, 1.9387, -5.8880], [-0.1938, 1.8311, -7.9539], [-0.5550, 2.8402, -8.1731], [0.3728, 1.0463, -8.9664], [0.4193, 1.4304, -9.9856], [0.8636, -0.2325, -8.6570], [1.3167, -0.8397, -9.4446], [-0.1745, 0.2965, 1.0850], [-0.0940, 0.0763, 2.6455], [-1.5166, -0.8663, 3.2720], [-1.6401, -1.2880, 4.6070], [-2.7694, -1.9902, 5.0383], [-3.8284, -2.2069, 4.1524], [-3.7458, -1.7361, 2.8353], [-2.5903, -1.0831, 2.3892], [1.4192, -0.8026, 3.1618], [1.5885, -1.3743, 4.4336], [2.7827, -1.9974, 4.7930], [3.8583, -2.0161, 3.9007], [3.7356, -1.3626, 2.6661], [2.5213, -0.7826, 2.2907], [-0.0895, 1.4916, 3.7880], [1.1109, 1.9772, 4.3284], [1.0888, 2.7996, 5.4562], [-0.1364, 3.2169, 5.9969], [-1.3398, 2.8063, 5.4026], [-1.3112, 1.9841, 4.2739], [-0.8783, -1.0792, 5.3521], [-2.8180, -2.3566, 6.0725], [-4.7222, -2.7465, 4.4677], [-4.5668, -1.8978, 2.1347], [-2.5194, -0.7257, 1.3629], [0.8013, -1.3452, 5.1719], [2.8621, -2.4566, 5.7841], [4.7867, -2.5236, 4.1757], [4.5933, -1.3201, 1.9896], [2.4350, -0.3124, 1.3095], [2.0657, 1.6567, 3.9148], [2.0254, 3.1172, 5.9258], [-0.1560, 3.8598, 6.8864], [-2.2942, 3.1240, 5.8317], [-2.2488, 1.6656, 3.8193]],
  "forces_ev_per_a": [[0.06, -0.07, -0.61], [0.62, -0.26, -0.08], [0.59, 0.12, 0.26], [0.54, -0.16, -0.30], [-0.15, -0.46, 0.23], [-0.84, -0.58, -0.01], [-0.37, -0.19, -0.06], [-0.25, 0.42, -0.38], [0.17, 0.22, 0.13], [-0.15, 0.15, 0.33], [1.06, 0.00, 0.03], [0.76, -0.08, -0.24], [-0.62, 0.42, -0.37], [0.32, -0.28, -0.24], [-0.67, 0.49, 0.07], [0.23, 0.34, 0.54], [-0.09, -0.32, 0.35], [0.27, 0.00, 0.13], [-0.28, 0.02, -0.27], [-0.28, 0.37, 0.03], [0.07, 0.22, 0.96], [-0.18, -1.49, -2.82], [1.25, -0.37, -0.22], [-1.06, 0.70, 2.26], [-0.10, 0.21, -0.11], [-0.07, -0.31, 0.21], [-0.36, 0.39, 0.02], [-0.17, 0.21, -0.10], [-0.44, 0.28, 0.75], [0.43, 0.80, -1.42], [0.10, -0.56, -0.06], [0.16, -0.15, -0.25], [0.00, -0.11, 0.06], [0.18, -0.37, 0.03], [0.00, -0.21, 0.46], [0.09, -0.12, 0.28], [-0.28, 0.47, 0.04], [-0.09, 0.17, 0.36], [-0.26, -0.05, 1.98], [-0.08, 0.25, -2.77], [-0.68, -0.17, 0.34], [-0.51, -0.28, -0.08], [-0.03, 0.09, -0.14], [0.10, 0.05, -0.31], [0.34, -0.04, 0.14], [-0.01, -0.23, 0.59], [0.69, -0.03, 0.36], [0.37, -0.10, -0.28], [0.04, 0.00, -0.13], [-0.17, 0.23, -0.09], [-0.02, -0.28, 0.25], [0.06, -0.11, 0.19], [-0.02, 0.45, 0.41], [-0.30, -0.14, 0.39], [-0.27, 0.38, -0.05], [-0.01, -0.23, -0.09], [0.36, 0.29, -0.12], [0.23, -0.07, 0.47], [-0.27, 0.09, -0.28], [-0.04, 0.22, -0.50], [0.25, 0.15, 0.00], [0.17, 0.04, 0.27], [0.12, -0.06, 0.28], [0.19, -0.02, -0.16], [0.05, 0.14, -0.42], [-0.28, 0.25, -0.12], [-0.32, -0.06, 0.18], [-0.15, -0.08, 0.30], [-0.19, -0.05, 0.15], [-0.35, -0.08, -0.25], [0.02, -0.35, -0.39], [0.32, -0.06, -0.23], [0.21, -0.04, 0.14]],
  "lumo_ev": [0.0920, 0.1110],
  "e_tot_ha": -2424.3007,
  "homo_ev": [-6.7, -6.8],
  "homo_lumo_gap_ev": [6.824, 6.903],
  "max_force_ev_per_a": 3.20,
  "spin_multiplicity": 4
}